Record 1
The following is a DFT calculation (the ωB97M-V functional and the def2-TZVPD basis) of a molecular structure, C3H9O2P in a non-equilibrium geometry.

Output
- total energy (eV) = -16636.5671
- lowest unoccupied orbital energy (spin up / spin down) (eV) = 0.0 / 0.0
- gap between HOMO and LUMO (spin up / spin down) (eV) = 8.467 / 8.466
- E_HOMO (spin up / spin down) (eV) = -8.500 / -8.499

Positions of all 15 atoms, in Å:
P -0.25 -1.13 0.17
O -0.80 -0.95 -1.27
O -0.01 1.11 0.34
C -1.74 0.13 -1.58
C 0.09 1.60 1.66
C 0.88 -2.41 0.04
H -1.96 0.11 -2.70
H -1.50 1.03 -1.05
H -0.18 2.65 1.62
H 1.09 -3.01 0.98
H -0.61 0.93 2.24
H -2.59 -0.29 -1.06
H -1.39 -1.34 0.84
H 1.70 -2.19 -0.68
H 1.00 1.70 2.21

---

Record 2
The following is a DFT calculation (the ωB97M-V functional and the def2-TZVPD basis) of a gas-phase ion, C3H9O2P2 (charge -1) in a non-equilibrium geometry.

Output
- SMILES = CCP[P@@](C)(=O)[O-]
- total energy (eV) = -25931.6266
- lowest unoccupied orbital energy (eV) = 4.1
- total charge = -1
- gap between HOMO and LUMO (eV) = 7.966
- E_HOMO (eV) = -3.904

Positions of all 16 atoms, in Å:
P 0.52 -0.93 -1.04
P 0.42 -0.12 1.01
O 1.34 0.09 -1.76
O -0.87 -1.11 -1.47
C -1.31 2.13 1.28
C 1.23 -2.59 -0.79
C -0.58 1.27 0.23
H -1.41 0.59 -0.20
H 0.45 -2.97 -0.28
H -0.80 2.76 2.03
H -2.09 2.74 0.60
H -0.10 1.74 -0.59
H 2.21 -2.50 -0.18
H 1.28 -3.04 -1.81
H 1.58 0.51 1.14
H -1.86 1.44 1.83

---

Record 3
The following is a DFT calculation (the ωB97M-V functional and the def2-TZVPD basis) of a gas-phase ion, C3H9O2SSi (charge -1) in a non-equilibrium geometry.

Output
- SMILES = C[Si](C)(C)OS[O-]
- total energy (eV) = -26065.5959
- lowest unoccupied orbital energy (eV) = 3.9
- total charge = -1
- gap between HOMO and LUMO (eV) = 6.131
- E_HOMO (eV) = -2.245

Positions of all 16 atoms, in Å:
S -0.42 -3.20 -0.11
Si 0.22 -0.15 0.15
O -1.76 -2.67 -0.65
O 0.56 -1.67 0.50
C 1.71 0.91 0.87
C 0.16 0.36 -1.79
C -1.40 0.48 0.98
H 1.05 -0.09 -2.15
H -1.67 1.37 0.62
H 1.65 1.76 0.33
H 1.45 1.04 1.92
H -2.17 -0.31 0.62
H -0.68 -0.02 -2.17
H -1.26 0.66 2.01
H 2.55 0.14 0.67
H 0.03 1.40 -1.79

---

Record 4
The following is a DFT calculation (the ωB97M-V functional and the def2-TZVPD basis) of 2 unconnected molecules or ions with the total composition C3H9O3 in a non-equilibrium geometry.

Output
- total energy (eV) = -9398.3648
- lowest unoccupied orbital energy (eV) = 4.2
- total charge = -1
- gap between HOMO and LUMO (eV) = 7.153
- E_HOMO (eV) = -2.930

Positions of all 15 atoms, in Å:
O -1.24 1.21 0.78
O 0.39 -0.02 2.47
O -0.89 -1.56 -0.55
C 0.72 0.25 -0.44
C -0.45 1.28 -0.31
C 0.36 -1.13 -1.02
H 0.31 -1.25 -2.31
H 1.43 0.73 -1.26
H -1.10 1.16 -1.23
H -0.40 0.41 1.97
H 1.17 0.12 0.56
H 1.07 -1.93 -0.69
H -1.52 -0.94 -0.76
H 0.02 2.27 -0.34
H 0.13 -0.61 3.12

---

Record 5
The following is a DFT calculation (the ωB97M-V functional and the def2-TZVPD basis) of 3 unconnected molecules or ions with the total composition C3H9O3S in a non-equilibrium geometry.

Output
- total energy (eV) = -20235.6347
- lowest unoccupied orbital energy (eV) = 3.5
- total charge = -1
- gap between HOMO and LUMO (eV) = 6.488
- E_HOMO (eV) = -3.011

Positions of all 16 atoms, in Å:
S 1.08 0.11 2.47
O -0.80 -2.75 -3.02
O 1.48 -2.16 -0.95
O -2.29 0.86 -0.43
C 0.69 1.66 1.61
C -0.76 1.82 1.13
C -1.25 0.78 0.18
H 0.96 2.48 2.29
H -0.05 -3.25 -3.34
H 1.25 -1.29 -1.32
H 1.36 1.78 0.75
H -0.85 2.79 0.64
H -1.33 1.76 2.07
H -0.52 -2.45 -2.14
H -0.62 -0.12 0.08
H 1.65 -2.02 0.00

---

Record 6
The following is a DFT calculation (the ωB97M-V functional and the def2-TZVPD basis) of C3H9OPS in the gas phase in a non-equilibrium geometry.

Output
- SMILES = CSP(C)(C)=O
- total energy (eV) = -25428.6427
- lowest unoccupied orbital energy (eV) = 0.7
- gap between HOMO and LUMO (eV) = 9.655
- E_HOMO (eV) = -8.948

Positions of all 15 atoms, in Å:
S 1.49 0.44 0.64
P -0.50 -0.03 -0.32
O -0.33 -0.81 -1.59
C -1.48 -0.77 1.13
C 2.52 -0.80 -0.30
C -1.26 1.56 -0.57
H -2.51 -0.59 0.73
H 3.19 -1.06 0.63
H -0.42 2.30 -0.72
H -1.07 -0.11 1.93
H -1.70 1.40 -1.47
H -1.74 2.08 0.18
H -1.39 -1.84 1.41
H 1.99 -1.55 -0.74
H 3.20 -0.23 -0.94